(1)
The following is a quantum chemistry calculation of a structure of composition C43H56F6InN6P in a non-equilibrium geometry, from the OMol25 dataset.

Summary:
HOMO level (alpha / beta), Eh: -0.1029 / -0.1033
LUMO level (alpha / beta), eV: 0.08 / 0.08
Orbital gap (alpha / beta), eV: 2.88 / 2.89
Net charge: -1
2S+1: 2
Strongest force on any atom, eV/A: 13.96

Last column: Löwdin charge in e.
Element x y z (Å)
In (5.32251, -1.69100, -3.03971)  0.87
C (7.94237, 0.94936, -5.54765)  -0.18
C (6.68057, 0.28592, -5.41374)  -0.29
C (5.43803, 0.04893, -6.14351)  -0.24
N (4.65007, -0.77852, -5.26419)  -0.04
C (4.86289, -1.91514, -5.73148)  -0.50
C (5.31199, -1.43329, -7.05818)  -0.20
C (6.57492, -1.82864, -7.65106)  -0.01
C (6.85562, -3.28731, -7.31574)  -0.01
C (5.52873, -4.27294, -7.48596)  -0.09
C (4.31715, -4.29023, -6.65712)  -0.05
C (4.11086, -3.09846, -5.53763)  -0.17
N (3.27836, -3.04255, -4.25598)  -0.05
C (2.27978, -3.63764, -4.37890)  -0.32
C (0.74067, -3.57818, -3.26495)  -0.25
C (6.44485, -2.63011, 1.61744)  -0.02
N (6.90425, -1.60196, 1.09409)  0.03
C (7.47594, -1.75357, -0.07191)  -0.20
C (8.02506, -2.95105, -0.82074)  -0.06
C (8.91655, -2.85211, -1.90686)  -0.15
C (10.11291, -2.11706, -1.96048)  -0.03
C (10.43319, -1.09361, -0.89386)  -0.16
C (9.68579, -0.22091, -0.25638)  -0.02
C (8.23426, -0.44145, -0.86611)  -0.32
N (7.62216, 0.09629, -1.79393)  0.08
C (8.69005, 1.23878, -2.71590)  -0.06
C (8.36620, 1.70769, -4.16071)  -0.15
H (7.81241, 1.73357, -6.34312)  0.11
H (8.84933, 0.38670, -6.04267)  0.14
H (6.06807, 0.43253, -4.51659)  0.08
H (7.04388, -0.82013, -5.33108)  0.13
H (5.07129, 1.02566, -6.59444)  0.15
H (5.73438, -5.83042, -5.77809)  0.15
H (4.45316, -1.36148, -7.79035)  0.17
H (7.18984, -0.95545, -8.03772)  0.14
H (7.50539, -3.28418, -8.06795)  -0.01
H (5.92350, -5.11720, -8.04927)  0.01
H (3.63142, -5.17475, -6.76942)  0.08
H (3.20979, -6.55131, 0.59459)  0.00
H (2.00701, -4.39887, -5.16171)  0.07
H (-0.34426, -4.01181, -4.04015)  -0.03
H (0.82967, -4.58611, -2.69215)  -0.15
H (6.60175, -3.70336, 1.28472)  0.10
H (5.77448, -2.75271, 2.43456)  0.06
H (7.56848, -3.94529, -0.97051)  0.11
H (8.60767, -3.23670, -2.82161)  0.08
H (10.92532, -2.07942, -2.64664)  0.08
H (11.24091, -1.42722, -0.16628)  0.12
H (9.95868, 0.40212, 0.54081)  0.09
H (9.74690, 0.88322, -2.68902)  0.09
H (8.64856, 1.92254, -1.91598)  0.07
H (9.43810, 1.80008, -4.26838)  0.08
H (7.93275, 2.70392, -4.14174)  0.10
C (-7.15222, -2.50966, 6.85262)  -0.05
C (-6.95497, -1.34948, 5.77707)  -0.40
C (-7.99640, -0.28784, 5.72464)  -0.08
C (-6.86773, -1.87197, 4.35863)  -0.11
C (-7.94939, -2.87743, 4.10270)  0.00
C (-8.05949, -3.54007, 2.74381)  0.08
C (-7.30583, -2.73052, 1.55566)  -0.02
C (-6.66980, -1.64776, 1.90134)  -0.24
C (-6.57372, -1.03475, 0.59386)  -0.37
C (-7.81130, -0.68176, 0.28594)  0.05
C (-5.46289, -0.72476, -0.51438)  -0.04
C (-6.45438, -1.18671, 3.20968)  -0.09
N (-5.65160, 0.06757, 3.46802)  0.16
C (-5.52845, 0.79628, 2.50108)  -0.14
C (-5.11434, 1.99383, 2.96131)  -0.25
C (-4.17931, 2.91345, 3.16070)  0.15
C (-5.21393, 2.43484, 4.37927)  -0.11
C (-6.45773, 3.47921, 4.78040)  -0.16
N (-7.22037, 4.25183, 4.38047)  0.15
C (-6.17563, 5.90939, 6.99118)  -0.37
C (-4.93787, 5.03456, 7.23212)  -0.09
C (-7.42232, 5.02438, 7.14446)  -0.11
C (-6.12410, 7.28353, 6.64976)  0.03
H (-6.06094, -2.76641, 6.95296)  0.10
H (-7.80273, -3.34265, 6.97983)  0.06
H (-7.35523, -1.87861, 7.63750)  0.02
H (-6.04563, -0.96998, 6.09131)  0.10
H (-8.43984, -0.03926, 6.84058)  0.13
H (-8.95776, -0.37571, 5.07537)  0.12
H (-7.41409, 0.57366, 5.47017)  0.04
H (-8.54942, -3.46188, 4.82928)  0.09
H (-8.59380, -4.36485, 2.65594)  0.01
H (-7.35406, -3.36984, 0.76344)  0.08
H (11.95020, -1.68185, 4.30114)  0.00
H (-7.79685, -0.20426, -0.83703)  0.14
H (4.97449, -7.34292, -10.07892)  -0.44
H (-8.50454, -0.63352, 1.03297)  0.06
H (-5.19022, 0.39436, -0.43452)  0.08
H (-5.70893, -0.72171, -1.59186)  0.08
H (-4.48512, -1.23073, -0.21290)  0.10
H (-5.70659, 0.45930, 1.30759)  0.15
H (-3.08559, 3.14150, 2.90643)  0.13
H (-4.88550, 1.92934, 5.35354)  0.12
H (-4.88122, 3.96726, 6.86222)  0.07
H (-4.89491, 5.12751, 8.30375)  0.08
H (-3.97996, 5.33091, 6.98439)  0.04
H (-7.24533, 4.24137, 6.25222)  0.04
H (-8.39156, 5.30219, 7.54734)  0.06
H (-7.24000, 4.34735, 8.06260)  0.08
H (4.29428, 4.56755, -9.08666)  0.00
H (-5.69735, 8.28588, 6.03565)  0.12
H (-6.96128, 7.46884, 7.02474)  -0.08
F (-6.77648, 7.04251, 0.85489)  -0.20
P (-6.39445, 6.00200, -0.52395)  0.50
F (-7.83794, 5.44463, -0.36420)  -0.16
F (-3.52842, 7.00715, 2.87962)  -0.29
F (-6.15813, 4.67235, 0.40868)  -0.12
F (-7.00644, 6.02379, -1.96734)  -0.06
F (-5.07023, 6.61896, -0.61176)  0.03
H (-4.16884, 7.82446, 3.51608)  0.29

---

(2)
The following is a quantum chemistry calculation of a structure of composition C43H58BrCl3CsGeNO11P4S2 in a non-equilibrium geometry, from the OMol25 dataset.

Summary:
HOMO level (alpha / beta), Eh: -0.2261 / -0.2246
LUMO level (alpha / beta), eV: 1.73 / -0.05
Orbital gap (alpha / beta), eV: 7.88 / 6.07
Net charge: -1
2S+1: 2
Strongest force on any atom, eV/A: 5.00

Last column: Löwdin charge in e.
Element x y z (Å)
Cs (-0.83398, 0.99462, 0.57956)  0.80
S (-1.98183, -1.00191, -1.90086)  0.15
P (-2.20530, -2.33470, -0.31231)  0.42
C (-2.25482, -1.80302, 1.23367)  -0.52
P (-1.39622, -2.36714, 2.52207)  0.46
S (0.59990, -2.83939, 2.49606)  0.36
C (-2.13563, -3.79620, 3.27643)  -0.37
C (-1.45806, -4.80880, 3.93978)  -0.09
C (-2.15786, -5.87001, 4.55816)  -0.08
C (-3.50889, -5.96780, 4.38284)  -0.13
C (-4.21505, -4.97979, 3.73009)  -0.08
C (-3.52872, -3.88911, 3.17927)  -0.08
C (-1.67590, -1.17137, 3.90872)  -0.34
C (-2.57781, -0.14790, 3.84246)  -0.13
C (-2.68730, 0.76977, 4.83768)  -0.10
C (-1.87702, 0.57354, 5.96282)  -0.09
C (-0.99487, -0.49386, 6.07409)  -0.07
C (-0.94150, -1.39149, 5.02918)  -0.13
C (-1.17927, -3.82978, -0.55204)  -0.36
C (-1.58707, -4.95236, 0.15072)  -0.11
C (-0.79264, -6.02491, 0.12293)  -0.09
C (0.47895, -5.98878, -0.48986)  -0.08
C (0.80432, -4.93040, -1.29570)  -0.07
C (-0.08933, -3.83490, -1.34527)  -0.09
C (-3.86063, -2.97670, -0.74290)  -0.35
C (-4.12496, -3.60231, -1.95067)  -0.13
C (-5.34486, -4.05636, -2.24704)  -0.10
C (-6.38885, -3.96564, -1.31270)  -0.10
C (-6.18177, -3.27348, -0.15812)  -0.10
C (-4.91662, -2.77047, 0.16607)  -0.08
H (-0.38431, -4.84175, 3.92786)  0.05
H (-1.60049, -6.64975, 5.07027)  0.10
H (-4.07758, -6.87772, 4.75771)  0.12
H (-5.32790, -5.09589, 3.71741)  0.12
H (-4.04901, -3.19460, 2.52337)  0.07
H (-3.30181, -0.24426, 3.07151)  0.09
H (-3.48817, 1.46705, 5.03418)  0.10
H (-2.01710, 1.29410, 6.84076)  0.12
H (-0.50897, -0.53347, 7.03380)  0.10
H (-0.26243, -2.20801, 4.97274)  0.07
H (-2.47923, -4.94299, 0.77724)  0.11
H (-1.11317, -6.97883, 0.48221)  0.10
H (1.02606, -6.92637, -0.44618)  0.10
H (1.71709, -4.93523, -1.89626)  0.09
H (0.02524, -2.92336, -1.90083)  0.05
H (-3.31948, -3.57642, -2.68420)  0.11
H (-5.58855, -4.59878, -3.17646)  0.11
H (-7.33560, -4.52936, -1.49487)  0.11
H (-6.94649, -3.16411, 0.61030)  0.10
H (-4.76000, -2.25137, 1.11437)  0.08
O (-1.51860, 5.84045, -2.20480)  0.05
C (-1.17087, 5.39652, -1.04533)  -0.34
C (-0.08596, 6.05289, -0.45606)  -0.01
C (0.26161, 5.76784, 0.81906)  -0.17
N (-0.36530, 4.91665, 1.61694)  0.04
C (-1.43258, 4.34560, 1.08416)  -0.78
Br (-2.54290, 3.33431, 2.26988)  0.68
C (-1.90671, 4.49570, -0.25328)  -0.03
H (-2.47683, 5.55054, -2.45779)  0.05
H (0.49971, 6.74166, -1.10072)  0.12
H (1.13196, 6.21934, 1.22780)  0.10
H (-2.84016, 4.05438, -0.60214)  0.12
C (1.76816, -1.15399, -4.15617)  -0.02
C (2.02104, 0.16398, -3.48606)  -0.42
C (1.08029, 1.28564, -3.88818)  -0.02
O (1.81988, -0.01255, -2.06313)  -0.20
P (2.88019, 0.01959, -0.92822)  0.45
O (2.25483, -0.24299, 0.37281)  -0.29
C (3.86447, 1.52867, -1.20957)  -0.19
P (3.18396, 3.02587, -0.46203)  0.46
O (1.72303, 3.06010, -0.51733)  -0.27
O (3.91121, 3.01347, 0.96841)  -0.19
C (3.16678, 2.34543, 2.07536)  -0.41
C (4.03558, 1.19141, 2.57395)  -0.04
C (2.94727, 3.41501, 3.13019)  -0.04
O (3.80422, 4.24271, -1.21665)  -0.15
C (2.89448, 5.30232, -1.68030)  -0.46
C (3.05106, 5.42968, -3.12351)  -0.05
C (3.21099, 6.62378, -1.01154)  -0.03
O (4.05836, -0.99750, -1.27469)  -0.19
C (3.88791, -2.37834, -0.77175)  -0.41
C (4.42174, -3.31305, -1.88016)  -0.03
C (4.73528, -2.49519, 0.47462)  -0.05
H (1.89038, -1.01607, -5.20519)  0.08
H (0.79805, -1.51387, -3.92787)  0.06
H (2.47169, -1.92452, -3.76413)  0.08
H (3.12239, 0.47647, -3.55083)  0.14
H (0.04735, 0.95936, -4.04008)  0.08
H (1.48212, 1.59500, -4.86756)  0.10
H (1.09696, 2.13172, -3.23789)  0.07
H (3.98362, 1.60228, -2.27972)  0.06
H (4.89418, 1.28075, -0.90438)  0.09
H (2.16697, 2.09638, 1.70407)  0.09
H (5.04596, 1.53984, 2.69185)  0.08
H (3.93255, 0.38825, 1.85665)  0.04
H (3.62194, 0.80210, 3.50745)  0.08
H (3.85712, 3.87159, 3.56544)  0.09
H (2.46336, 2.92497, 3.94564)  0.07
H (2.30679, 4.25788, 2.83261)  0.07
H (1.91936, 4.94901, -1.44494)  0.08
H (4.08341, 5.64883, -3.35828)  0.08
H (2.43002, 6.15994, -3.66640)  0.11
H (3.00741, 4.45101, -3.58827)  0.08
H (4.18116, 6.94348, -1.43462)  0.10
H (3.29285, 6.52478, 0.06852)  0.08
H (2.41334, 7.31794, -1.22069)  0.07
H (2.86140, -2.62939, -0.48806)  0.13
H (5.46968, -3.15700, -1.91769)  0.06
H (4.05015, -2.95565, -2.84110)  0.06
H (4.09318, -4.35582, -1.79439)  0.08
H (5.76801, -2.18605, 0.20314)  0.10
H (4.71519, -3.52567, 0.76642)  0.08
H (4.41381, -1.95515, 1.36539)  0.08
O (-3.44605, -0.26709, -5.64822)  -0.11
H (-3.39094, 0.71975, -5.50198)  0.00
H (-3.35450, -0.69214, -4.78727)  -0.01
O (1.24654, 0.12307, 2.93152)  -0.20
H (1.20144, -0.62416, 2.26446)  -0.09
H (1.28491, -0.53124, 3.65165)  0.00
O (-3.66191, 6.57733, -4.13851)  -0.36
O (-3.86259, 5.39643, -3.23304)  -0.42
Cl (-4.37920, 4.59761, -6.55379)  0.19
Ge (-3.11387, 5.01679, -4.90947)  -0.36
Cl (-2.68009, 3.00106, -4.18134)  0.19
Cl (-1.19273, 5.65208, -5.71302)  0.14